1.
Formula: C18H32O2
Source: OMol25
Level of theory: ωB97M-V/def2-TZVPD

Calculated values
- E_HOMO (eV) = -9.17
- HOMO-LUMO gap (eV) = 10.156
- relative energy (zero: lowest compared OMol25 entry of this formula, charge and spin) (kJ/mol) = 22.96
- DFT total energy (Ha) = -855.5391

Each line ends with the Mulliken charge.
Atoms and positions in Å:
C 1.456 1.988 3.322  -1.10
H 2.488 0.363 2.323  0.34
C -0.225 -1.831 -2.513  -0.25
H 1.918 1.764 4.286  0.38
H -1.506 -0.073 -2.890  0.52
H -0.757 0.419 -0.635  0.16
H -3.845 -1.484 2.571  0.36
H -1.261 -2.511 -0.016  0.38
C 1.832 1.726 0.804  -0.52
O -0.188 1.140 -0.281  -0.62
C -1.461 -0.614 3.525  -1.31
H -2.507 -3.264 -1.001  0.49
C -2.277 -2.377 -0.402  -0.71
C -1.885 -0.651 2.054  0.95
C 1.643 -0.350 -3.503  -0.46
C 1.081 1.070 -3.507  0.14
H -0.056 -1.162 -4.560  0.38
C 2.360 1.441 2.215  -0.78
H 0.505 1.228 -4.422  0.43
C 0.901 0.647 0.308  0.81
C -1.397 -0.934 -2.246  -0.75
O 1.109 -0.536 0.396  -0.61
H 0.424 -1.853 -1.631  0.12
H -0.601 -2.850 -2.645  0.49
H -4.166 -2.843 0.628  0.38
H 1.412 3.076 3.224  0.37
H 1.146 -2.348 -4.062  0.37
H -1.044 -1.016 1.465  -0.44
H 0.269 -0.157 4.725  0.42
H -0.573 2.018 4.016  0.52
C 2.197 2.106 -3.433  -1.45
H -1.467 -1.634 3.917  0.40
H 3.344 1.901 2.325  0.44
H 0.412 1.216 -2.659  -0.07
H -0.397 1.594 2.319  -0.01
H 2.397 -0.415 -4.292  0.44
H -2.176 -0.028 4.108  0.36
H 1.324 2.689 0.752  0.33
C 0.029 1.440 3.310  -0.24
C -0.054 -0.038 3.687  -0.41
H 2.671 1.743 0.104  0.23
H -2.118 0.364 1.717  0.25
H 2.151 -0.536 -2.553  0.17
C -3.080 -1.513 1.806  -0.81
C -3.255 -2.270 0.732  -0.59
H -3.139 -0.498 -1.167  0.42
C 0.607 -1.453 -3.741  -1.12
H 0.626 -0.616 3.060  0.21
H 2.794 1.957 -2.536  0.22
C -2.304 -1.172 -1.303  -0.01
H 1.785 3.112 -3.406  0.38
H 2.855 2.025 -4.296  0.42

***

2.
Formula: C34H59BrFN6O5P5
Source: OMol25
Level of theory: ωB97M-V/def2-TZVPD

Calculated values
- E_HOMO (eV) = -7.58
- HOMO-LUMO gap (eV) = 6.445
- DFT total energy (Ha) = -6416.1881

Each line ends with the Mulliken charge.
Atoms and positions in Å:
C 5.018 6.195 2.115  -1.04
C -3.363 -0.724 4.599  0.68
H -2.449 -0.584 -1.540  0.32
H 2.319 -3.663 -7.611  0.24
H 6.818 6.727 3.811  0.41
C -5.101 -3.689 3.003  -0.15
H 6.770 5.318 4.827  0.23
H 0.242 1.517 -2.064  0.41
C -2.748 -0.085 3.510  0.46
C -2.369 2.682 4.865  -1.39
C -0.530 0.895 -4.009  -0.73
P -3.665 -2.533 0.285  0.49
H -1.736 2.621 5.758  0.41
H 0.935 -1.068 -8.153  0.28
H 2.490 -2.367 -8.787  0.40
H -1.976 -0.581 -6.492  0.32
H -0.748 -1.354 -8.589  0.44
O -8.198 -5.658 4.204  -0.44
C 6.201 2.180 1.875  -1.13
C -3.234 0.681 0.058  -1.33
C -4.125 -1.872 4.399  0.39
H -0.598 -1.223 -3.981  0.40
C -6.351 -3.658 3.861  0.26
H 7.484 1.651 4.022  0.38
N 5.864 2.669 3.206  0.15
C 2.001 -3.327 -8.602  -0.59
C 2.593 4.356 4.934  -1.24
H -0.843 -2.661 -6.289  0.32
C -1.132 -0.435 -4.520  -0.43
C -2.869 -0.658 2.226  -1.03
H 4.121 6.667 2.537  0.34
H 6.785 2.921 1.307  0.33
H 5.381 6.429 4.801  0.31
H 0.290 0.141 3.802  0.43
C 3.868 -5.394 -10.953  -0.54
H -8.221 -6.382 3.560  0.30
H -1.666 2.188 -1.131  0.49
H -1.633 -0.749 0.470  0.55
H -3.290 1.755 0.235  0.57
C 3.772 -4.453 -9.962  -0.46
H -1.509 0.776 1.304  -0.02
N 2.465 -4.269 -9.610  0.27
H 5.731 6.977 1.850  0.35
C -4.863 -2.580 5.504  0.03
H -5.428 -3.057 -0.927  0.29
N 5.618 5.224 3.056  0.00
H -5.190 -4.244 0.129  0.28
H -2.414 2.078 -2.732  0.42
P -8.029 -4.260 3.347  0.12
H 0.508 1.009 -4.336  0.41
C -0.210 -1.793 -6.490  -0.50
F -7.189 -3.002 5.930  -0.29
O -4.449 -2.746 6.616  -0.52
H -3.819 0.474 -1.997  0.53
Br -7.882 -4.861 1.189  -0.22
H -2.186 -0.455 -4.231  0.15
H 0.075 -3.878 -7.888  0.38
H -4.216 0.237 0.245  0.50
P -3.181 -0.050 6.297  0.04
H -3.394 2.487 5.186  0.42
C 0.479 -3.132 -8.577  -0.55
H 4.466 2.517 5.944  0.33
H -1.871 -3.522 0.960  0.39
H 2.138 3.371 5.089  0.39
H 4.631 -3.953 -9.540  0.35
H 6.774 2.788 5.112  0.18
H -2.230 3.682 4.460  0.43
N -4.436 0.788 6.748  -0.69
C -4.244 -2.432 3.122  0.49
H 0.513 1.851 4.380  0.08
H 4.020 3.955 6.881  0.40
C -0.571 0.898 -2.454  -0.96
O -2.552 -3.777 0.324  -0.59
H -1.970 0.665 6.312  0.06
H 0.034 -3.237 -9.565  0.39
C 4.562 3.611 5.998  -1.18
H -2.959 -1.135 7.160  0.13
H 2.330 4.992 5.782  0.41
C -6.192 -3.121 5.061  0.14
H 5.601 3.869 6.199  0.32
H 2.143 4.795 4.044  0.34
H -1.124 1.720 -4.409  0.32
C 0.085 -1.742 -7.999  -0.85
H 5.297 1.953 1.308  0.29
O -4.789 -4.635 2.339  -0.50
C 2.528 -5.818 -11.247  -0.64
P 4.577 3.802 3.198  0.72
C 7.024 2.641 4.066  -0.86
H 0.429 1.454 2.673  0.34
C 6.152 5.948 4.191  -0.89
H -0.462 0.367 -6.402  0.41
H -0.427 -0.132 -2.125  0.40
H 6.777 1.256 1.935  0.37
N -5.196 -3.228 0.046  -0.53
H 0.756 -1.855 -5.982  0.26
C -0.973 -0.537 -6.060  -0.85
H 2.217 -6.539 -11.984  0.41
C -2.890 0.402 -1.426  -0.55
C -1.909 1.510 -1.951  -0.77
C -3.606 -1.847 2.020  -0.02
H -4.855 0.362 7.567  0.25
C 1.722 -5.099 -10.404  -0.28
H 4.731 5.693 1.186  0.33
O 3.438 2.858 2.909  -0.72
P -1.787 1.481 3.588  0.52
H 7.794 3.373 3.775  0.30
H 4.764 -5.756 -11.429  0.40
C 0.033 1.192 3.656  -0.87
H 0.647 -5.118 -10.336  0.34
C -2.215 -0.002 1.017  -0.80
N 4.049 4.277 4.810  0.20

***

3.
Formula: C7H15F12HfO17S4
Source: OMol25
Level of theory: ωB97M-V/def2-TZVPD

Calculated values
- E_HOMO (eV) = -6.58
- HOMO-LUMO gap (eV) = 1.602
- net charge = -1
- relative energy (zero: lowest compared OMol25 entry of this formula, charge and spin) (kJ/mol) = 2826.02
- DFT total energy (Ha) = -4393.2632

Each line ends with the Mulliken charge.
Atoms and positions in Å:
F -4.081 5.050 28.878  -0.24
F 1.354 -5.786 24.799  -0.23
O -5.795 -2.271 20.138  -0.51
O -5.185 1.991 27.296  -0.56
O -4.600 -7.497 29.977  -0.50
F -8.052 -1.012 18.961  -0.20
H -10.814 -1.945 25.243  0.32
H -3.818 -6.856 32.248  0.31
O -5.572 0.058 20.921  -0.52
S -6.350 -1.181 20.953  1.14
S -5.265 3.408 27.058  1.09
C -8.124 -0.835 20.272  0.63
O -6.514 3.762 26.450  -0.59
S -7.609 -7.771 22.721  1.12
H -9.811 -6.313 29.043  0.32
O -1.471 -3.814 25.336  -0.56
F -7.411 -10.029 24.243  -0.21
F -5.386 3.503 29.802  -0.22
H -10.446 -0.524 25.614  0.32
F -7.843 -10.243 22.157  -0.19
O -6.320 -7.738 22.004  -0.55
H -10.662 -5.066 29.159  0.31
H -5.788 -10.026 30.638  0.33
C 1.115 -4.635 25.439  0.62
H -3.523 -9.152 30.372  0.16
O -0.594 -4.362 23.117  -0.52
C -5.261 4.381 28.785  0.61
F -8.503 0.402 20.549  -0.20
H -2.907 -2.066 30.997  0.32
O -4.264 3.988 26.190  -0.57
F 2.234 -3.931 25.454  -0.21
C -5.308 -9.431 31.414  -1.17
H -6.105 -8.839 31.863  0.31
C -4.201 -8.466 30.879  0.60
O -6.461 -1.578 22.334  -0.49
F -9.395 -9.604 23.435  -0.21
O -8.448 -0.771 30.251  -0.63
C -3.473 -7.866 32.027  -1.17
S -0.320 -3.686 24.396  1.09
H -2.467 -7.641 31.673  0.32
O -10.085 -1.408 25.553  -0.64
H -4.171 -1.568 31.666  0.30
H -9.040 -0.045 30.051  0.32
F 0.671 -4.939 26.680  -0.21
O -7.517 -6.973 23.969  -0.59
O -9.918 -5.433 28.681  -0.63
Hf -6.356 -3.268 27.451  1.31
H -3.315 -8.411 32.957  0.34
H -8.482 -0.852 31.205  0.31
F -8.992 -1.665 20.882  -0.21
O -8.569 -7.268 21.766  -0.56
C -8.112 -9.570 23.190  0.63
O 0.135 -2.375 24.098  -0.53
H -4.817 -10.118 32.104  0.35
F -6.160 5.351 28.807  -0.22
O -3.838 -1.910 30.837  -0.62

***

4.
Formula: CH15NO5
Source: OMol25
Level of theory: ωB97M-V/def2-TZVPD

Calculated values
- E_HOMO (eV) = -9.92
- HOMO-LUMO gap (eV) = 4.284
- relative energy (zero: lowest compared OMol25 entry of this formula, charge and spin) (kJ/mol) = 942.50
- DFT total energy (Ha) = -477.7082

Each line ends with the Mulliken charge.
Atoms and positions in Å:
O 0.612 -1.728 1.541  -0.83
N 1.461 0.114 -0.263  -0.05
C 1.407 1.544 -0.106  -0.77
H -2.362 1.807 -0.016  0.21
H -1.055 0.376 -2.842  0.28
H -1.593 -2.759 -0.443  0.28
H 0.843 -0.408 0.352  0.17
H -1.096 0.330 1.338  0.34
O -0.307 0.692 -2.320  -0.60
H 1.144 -2.466 1.871  0.18
H 3.716 0.409 -2.449  -0.05
O -0.992 -2.011 -0.418  -0.64
H -0.474 -2.015 0.436  0.43
H 3.672 1.080 -2.760  0.06
H -0.741 1.092 -1.514  0.41
H 1.368 1.995 -1.093  0.43
O -0.894 0.281 2.278  -0.62
O -1.432 1.581 -0.221  -0.71
H 0.386 1.731 0.283  0.34
H 1.299 -0.163 -1.233  0.41
H -0.196 -0.386 2.345  0.44
H 2.233 1.935 0.487  0.30

***

5.
Formula: C34H34As2N2OPd
Source: OMol25
Level of theory: ωB97M-V/def2-TZVPD

Calculated values
- E_HOMO (spin up / spin down) (eV) = -13.63 / -13.56
- HOMO-LUMO gap (spin up / spin down) (eV) = 5.891 / 5.916
- net charge = +2
- relative energy (zero: lowest compared OMol25 entry of this formula, charge and spin) (kJ/mol) = 391.20
- DFT total energy (Ha) = -6099.5888

Each line ends with the Mulliken charge.
Atoms and positions in Å:
C 4.335 2.125 0.578  -1.31
C -0.108 -2.942 -1.809  0.23
N 4.109 -0.271 0.343  -0.08
C -3.240 -2.377 -4.974  -0.74
H -2.995 1.519 2.392  0.32
H -2.487 1.301 -4.095  0.38
C 2.514 -2.193 0.523  1.07
N 1.558 -1.323 1.135  -0.35
H -2.232 -2.893 -3.165  0.26
H 3.233 -1.258 -1.254  0.21
H -3.735 0.771 -6.130  0.42
C -2.308 1.088 4.360  -0.69
H -2.062 2.619 -1.119  0.46
C -2.813 0.624 -0.741  -0.72
H 0.559 3.743 2.543  0.34
H -3.688 0.745 -1.378  0.63
C -2.293 1.958 -0.280  -1.27
H 3.243 -4.088 0.157  0.43
H 0.166 -2.652 -2.817  0.77
C -3.673 -1.357 -5.814  -0.53
C -1.449 -2.429 0.164  -0.55
C -2.276 -0.762 -3.495  0.50
H 1.525 -5.125 1.663  0.61
H -2.996 2.492 0.360  0.65
H 1.023 -4.684 -1.929  0.49
C 0.268 1.160 3.312  -0.44
H 1.702 5.901 2.318  0.45
C 3.600 0.939 0.028  0.80
As -0.555 1.766 0.636  1.31
O 2.570 1.052 -0.646  -0.63
C -0.834 1.387 2.488  0.27
C -2.700 0.264 -4.331  -0.36
H 5.414 2.025 0.470  0.46
H 0.032 -3.591 2.934  0.51
C 0.759 4.140 1.556  -0.24
C 2.427 -3.517 0.586  -1.39
C 0.374 -4.075 -1.309  -1.37
H -2.156 -1.824 0.727  0.47
C 1.211 5.202 -0.965  -0.87
H 1.388 5.614 -1.949  0.42
H -3.309 1.065 4.769  0.45
H 1.274 1.179 2.910  0.46
H 4.958 -0.303 0.885  0.26
H 4.114 2.219 1.644  0.29
Pd 0.527 -0.190 -0.369  0.26
C 0.586 3.977 -0.837  -0.34
H -3.453 -3.410 -5.217  0.41
C -3.403 -0.031 -5.485  -0.69
C 0.287 -3.289 1.921  -0.39
H -3.087 -0.037 0.079  0.26
C 0.642 -1.858 1.858  -0.20
C 1.396 5.362 1.432  -0.83
H -4.219 -1.592 -6.717  0.41
H -1.357 0.685 6.243  0.45
H 2.114 6.857 0.069  0.43
H -1.696 -4.145 1.383  0.61
H -0.027 -1.188 2.396  0.70
C -2.125 1.343 3.011  -0.35
H -0.194 -5.567 0.101  0.56
C -0.892 -3.604 0.887  -0.67
C -2.538 -2.083 -3.816  -0.28
C 0.096 -4.517 0.088  -0.23
C 1.623 5.899 0.168  -0.49
C 0.075 0.913 4.665  -0.51
C 3.608 -1.498 -0.256  -1.41
H 3.990 3.019 0.069  0.30
H 0.933 0.753 5.304  0.47
C 0.341 3.441 0.420  0.37
C 1.232 -4.229 1.122  0.05
As -1.396 -0.300 -1.804  1.21
C -1.045 -2.077 -1.057  -0.73
C -1.210 0.876 5.188  -0.71
H 0.306 3.437 -1.734  0.39
H 4.441 -2.183 -0.395  0.58

***

What are the largest force on an atom values for these records? In order: 0.55 6.89 3.78 2.59 1.35 eV/Å.